DFT (ωB97M-V/def2-TZVPD) results for a structure of composition C32H28F4I2N6O2SV at a distorted geometry.

```
76
Properties=species:S:1:pos:R:3
V -2.8136 -17.6249 14.0856
C -4.8930 -18.2777 14.8493
C -4.5239 -19.2547 13.8754
C -4.3478 -18.5681 12.6395
C -4.7310 -17.2119 12.8153
C -5.0416 -17.0362 14.1930
C -5.6989 -15.8390 14.8194
C -4.9232 -16.2481 11.6818
C -4.0081 -19.1857 11.3325
C -4.4773 -20.7301 14.1125
C -5.2346 -18.6112 16.2631
H -5.0944 -15.4726 15.6731
H -6.7137 -16.0289 15.1887
H -5.7916 -15.0209 14.1096
H -4.0315 -16.1372 11.0738
H -5.2000 -15.2603 12.0381
H -5.7331 -16.5993 11.0572
H -3.1554 -18.5986 10.9142
H -4.8581 -19.1705 10.6572
H -3.6774 -20.2064 11.4037
H -4.1117 -21.3103 13.2700
H -5.4737 -21.0990 14.4031
H -3.8037 -20.9588 14.9542
H -5.4188 -17.6858 16.8176
H -4.3769 -19.1336 16.7769
H -6.1308 -19.2491 16.3892
I -2.1195 -17.1996 18.9125
C -0.9010 -16.5462 17.2607
I -1.9092 -15.2352 15.8594
H -0.6504 -17.4537 16.7164
H -0.0628 -15.9831 17.5962
C 0.0009 -16.7135 11.5385
C -1.0271 -16.9432 12.5850
O -0.8056 -17.7766 13.5124
O -2.1402 -16.3451 12.6195
H 0.6378 -15.9088 11.8735
H -0.4292 -16.4252 10.5880
H 0.6682 -17.5641 11.4941
F 0.1106 -24.0755 15.3250
C -0.2803 -23.4010 14.2169
C -0.2375 -24.1328 13.0572
F 0.3047 -25.3449 13.1040
C -0.7158 -23.6416 11.8041
C -1.2116 -22.3091 11.9197
C -1.1956 -21.5744 13.0550
F -1.6199 -20.3226 12.9037
C -0.7804 -22.0619 14.3150
C -0.7776 -21.2357 15.4816
C -1.4943 -20.0338 15.5159
N -2.1025 -19.0323 15.3865
C 0.0382 -21.5642 16.6314
N 0.7334 -21.7444 17.5193
F -1.6708 -21.6573 10.8318
C -0.7560 -24.3694 10.5937
C -0.4612 -25.7599 10.4353
N -0.3273 -26.8737 10.1616
C -1.1170 -23.7792 9.3416
N -1.4560 -23.3599 8.3250
N -1.4934 -12.9750 12.4199
C -2.7371 -12.5174 12.5659
S -3.7681 -13.3124 13.6060
N -3.1339 -11.4521 11.8118
C -4.5202 -11.1822 11.6643
C -5.1069 -11.4471 10.4465
C -6.4342 -11.0955 10.2313
C -7.1600 -10.6218 11.2912
C -6.5914 -10.4014 12.5371
C -5.2403 -10.6052 12.7077
H -1.3357 -13.8534 12.8907
H -0.8633 -12.6428 11.7183
H -2.5821 -11.2408 10.9947
H -4.5165 -11.9763 9.6511
H -6.9157 -11.3024 9.2906
H -8.2194 -10.3722 11.2071
H -7.2270 -10.0132 13.3339
H -4.7412 -10.4561 13.6726
```

Output
expectation value of S² = 3.841
lowest unoccupied orbital energy (alpha / beta) = -0.562 / -2.334 eV
E_tot = -110267.6092 eV
HOMO energy (alpha / beta) = -7.50 / -8.18 eV
2S+1 = 4
relative energy (zero: lowest compared OMol25 entry of this formula, charge and spin) = 15.8 kcal per mole


DFT (ωB97M-V/def2-TZVPD) results for a structure of composition C30H16Br4Cl5NO2PRu at a distorted geometry.

```
60
Properties=species:S:1:pos:R:3
Ru 1.0693 0.4262 -0.5732
Br 7.7716 1.8759 -1.8880
C 6.1365 1.5256 -1.0372
C 6.1110 1.2799 0.3848
Br 7.7110 1.3493 1.3623
C 4.9370 0.9865 1.0219
Br 4.8226 0.6005 2.8550
C 3.7146 0.9392 0.2952
O 2.5967 0.6694 0.8366
C 3.7331 1.2260 -1.1279
O 2.6244 1.2284 -1.7372
C 4.9822 1.4955 -1.7664
Br 4.9161 1.7855 -3.6158
N 0.2435 2.3536 0.5803
C -0.5253 2.1054 1.7754
C -0.7201 3.1066 2.7175
C -1.4266 2.8338 3.8784
C -1.9223 1.5565 4.1159
C -1.7199 0.5575 3.1773
C -1.0326 0.8368 2.0007
P -0.6790 -0.3629 0.7072
C -0.6112 -1.9745 1.5278
C -1.7329 -2.7765 1.7269
C -1.6111 -3.9800 2.4081
C -0.3731 -4.3801 2.8939
C 0.7445 -3.5789 2.7033
C 0.6290 -2.3787 2.0189
C -2.1983 -0.4116 -0.3025
C -2.3689 -1.4648 -1.2038
C -3.3793 -1.4206 -2.1500
C -4.2285 -0.3197 -2.2111
C -4.0867 0.7120 -1.2976
C -3.0714 0.6684 -0.3468
H -0.3359 2.5926 -0.2242
H 0.9145 3.0978 0.7200
H -0.3210 4.0990 2.5403
H -1.5884 3.6213 4.6032
H -2.4534 1.3401 5.0333
H -2.0782 -0.4480 3.3626
H -2.6988 -2.4639 1.3496
H -2.4820 -4.6058 2.5576
H -0.2792 -5.3240 3.4163
H 1.7092 -3.8937 3.0805
H 1.4993 -1.7554 1.8510
H -1.6867 -2.3085 -1.1778
H -3.4964 -2.2393 -2.8501
H -4.9943 -0.2653 -2.9747
H -4.7570 1.5617 -1.3304
H -2.9633 1.4854 0.3579
Cl -1.2554 2.9451 -2.7019
C -0.7777 1.3311 -3.1274
C -0.0357 0.5355 -2.2824
C 0.2298 -0.6313 -2.6645
Cl 1.9926 -1.7455 -1.0043
C -0.0710 -1.3882 -3.7428
Cl 0.3535 -3.0272 -3.9851
C -0.8312 -0.6120 -4.6387
Cl -1.3387 -1.3258 -6.1150
C -1.1798 0.7311 -4.3320
Cl -2.1310 1.6229 -5.4508
```

Output
expectation value of S² = 0.767
lowest unoccupied orbital energy (alpha / beta) = -0.822 / -1.891 eV
E_tot = -391607.1922 eV
HOMO energy (alpha / beta) = -7.76 / -8.27 eV
2S+1 = 2
relative energy (zero: lowest compared OMol25 entry of this formula, charge and spin) = 0.0 kcal per mole


DFT (ωB97M-V/def2-TZVPD) results for a structure of composition C19H22N6O3SV at a distorted geometry.

```
52
Properties=species:S:1:pos:R:3
V -1.3253 0.6448 -0.5313
N -1.3648 2.9275 -0.9160
N -2.5891 3.5085 -0.4769
C -3.5688 2.6855 -0.0796
N -4.7182 3.0782 0.3845
N -3.1862 1.3878 -0.2829
N -3.6599 0.2661 0.3047
O -2.7678 -0.6344 0.0320
O -4.6306 0.1164 0.9346
H -0.6062 3.3730 -0.3942
H -1.2361 3.1697 -1.9020
H -2.6818 4.5192 -0.5028
H -4.9529 4.0616 0.4889
H -5.4556 2.4178 0.6091
O -0.2471 0.4395 0.7089
S 0.7388 0.0634 2.4030
C -0.0448 -1.2675 3.0677
C -0.8630 -0.8848 4.1704
C -1.4041 -1.8641 4.9717
C -1.1864 -3.2036 4.6535
C -0.4133 -3.5850 3.5390
C 0.1680 -2.6322 2.7476
C 2.2607 -0.3387 1.7141
C 3.2722 0.4571 2.2813
C 4.5932 0.1401 2.0032
C 4.8803 -0.8978 1.1297
C 3.8566 -1.6427 0.5230
C 2.5386 -1.3795 0.8157
H -1.0098 0.1634 4.4046
H -1.9849 -1.5958 5.8438
H -1.6133 -3.9752 5.2835
H -0.2599 -4.6356 3.3313
H 0.8077 -2.9174 1.9265
H 3.0365 1.2829 2.9431
H 5.3893 0.7155 2.4561
H 5.9122 -1.1313 0.8994
H 4.1100 -2.4356 -0.1679
H 1.7468 -1.9613 0.3635
C 1.5478 -0.0668 -6.0137
C 0.8555 0.0678 -4.7088
C 1.2910 0.9835 -3.7285
C 0.6131 1.0949 -2.5471
N -0.4793 0.3275 -2.2660
C -0.9023 -0.5747 -3.1935
C -0.2714 -0.7126 -4.4010
H 2.5009 0.4548 -6.0345
H 0.9087 0.3500 -6.8004
H 1.6955 -1.1185 -6.2658
H 2.1614 1.6018 -3.9059
H 0.9529 1.7724 -1.7703
H -1.7643 -1.1788 -2.9339
H -0.6505 -1.4365 -5.1114
```

Output
expectation value of S² = 0.764
lowest unoccupied orbital energy (alpha / beta) = -14.628 / -14.366 eV
E_tot = -71620.6622 eV
HOMO energy (alpha / beta) = -20.50 / -20.54 eV
2S+1 = 2
net charge = +4


DFT (ωB97M-V/def2-TZVPD) results for a structure of composition C25H41N2SbSeV at a distorted geometry.

```
71
Properties=species:S:1:pos:R:3
V -0.0587 -1.2379 -0.0807
C 0.3968 -2.2818 -2.0984
C 1.0793 -2.9062 -1.0117
C 1.9378 -1.9335 -0.4245
C 1.8189 -0.7255 -1.1873
C 0.8597 -0.9434 -2.2034
C 0.5568 -0.0085 -3.3235
C 2.7989 0.3932 -1.1462
C 2.9192 -2.1598 0.6741
C 1.0617 -4.3488 -0.6354
C -0.4659 -2.9542 -3.1114
H 1.2325 -0.2230 -4.1564
H 0.7120 1.0307 -3.0340
H -0.4596 -0.1315 -3.6954
H 3.6518 0.1334 -1.7785
H 3.1736 0.5551 -0.1365
H 2.3716 1.3139 -1.5405
H 3.8929 -2.4265 0.2553
H 2.6136 -2.9766 1.3315
H 3.0499 -1.2508 1.2665
H 2.0462 -4.7693 -0.8494
H 0.3302 -4.9121 -1.2090
H 0.8736 -4.4905 0.4324
H 0.1616 -3.2568 -3.9542
H -1.2320 -2.2847 -3.5053
H -0.9472 -3.8498 -2.7206
Se -1.2344 -3.3018 3.7800
C -0.8675 -2.2872 2.4750
N -0.5852 -1.6118 1.5269
C -4.3946 -2.7957 -1.3828
C -3.4804 -3.6495 -0.7801
C -2.2358 -3.1594 -0.4221
N -1.8635 -1.9006 -0.6663
C -2.7416 -1.0788 -1.2335
C -4.0216 -1.4757 -1.5885
H -5.3709 -3.1475 -1.6776
H -3.7258 -4.6828 -0.5903
H -1.5156 -3.8040 0.0735
H -2.4069 -0.0618 -1.4103
H -4.7100 -0.7645 -2.0165
C 1.5503 3.9725 -0.5144
C 1.4857 3.2693 0.8225
C 2.8603 3.0012 1.4011
Sb 0.1536 1.4436 0.8431
C -0.0667 1.2116 3.0502
C -0.0253 2.5370 3.7862
C 0.9967 0.2730 3.5989
C -1.7858 2.3501 0.2260
C -1.8211 2.5387 -1.2854
C -2.0620 3.6590 0.9398
H 2.0537 4.9299 -0.3786
H 0.5619 4.1827 -0.9161
H 2.1236 3.4112 -1.2486
H 0.8998 3.8711 1.5219
H 3.5283 2.5451 0.6736
H 2.8186 2.3743 2.2922
H 3.3052 3.9528 1.6924
H -1.0561 0.7515 3.1566
H 0.9721 2.9691 3.7595
H -0.2877 2.3704 4.8302
H -0.7319 3.2594 3.3879
H 1.9792 0.7423 3.5972
H 1.0554 -0.6593 3.0349
H 0.7569 0.0226 4.6316
H -2.5329 1.6040 0.5260
H -1.2442 3.4129 -1.5772
H -2.8470 2.7112 -1.6095
H -1.4189 1.6757 -1.8237
H -1.2936 4.3989 0.7234
H -2.1351 3.5216 2.0160
H -3.0145 4.0622 0.5975
```

Output
expectation value of S² = 0.793
lowest unoccupied orbital energy (alpha / beta) = -7.554 / -7.027 eV
E_tot = -127127.3674 eV
HOMO energy (alpha / beta) = -14.54 / -14.74 eV
2S+1 = 2
relative energy (zero: lowest compared OMol25 entry of this formula, charge and spin) = 10.0 kcal per mole
net charge = +2


DFT (ωB97M-V/def2-TZVPD) results for a structure of composition C8H16N2PSSn at a distorted geometry.

```
29
Properties=species:S:1:pos:R:3
C -3.6382 0.6156 -1.5955
C -3.9499 1.5148 -0.5349
C -3.8507 0.7811 0.6924
C -3.6197 -0.5877 0.3884
C -3.3977 -0.6857 -1.0177
Sn 0.2138 -1.0527 -1.5720
P 0.3137 1.5331 -2.5011
H -3.5766 0.8499 -2.6554
H -4.1443 2.5837 -0.6282
H -3.9940 1.1887 1.6910
H -3.0731 -1.5787 -1.5518
H -3.5495 -1.4042 1.1035
H 1.1156 2.5013 -1.8044
H -0.9387 2.2268 -2.6828
H 0.8794 1.5936 -3.8177
C 2.9167 -2.3766 1.1039
N 1.7674 -1.6157 1.6492
C 1.3350 -0.4846 1.0354
S -0.3581 -0.2450 0.6898
N 2.2230 0.4632 0.6706
C 3.4912 0.6540 1.3935
H 3.4237 -1.8022 0.3175
H 2.5632 -3.3334 0.6959
H 3.6214 -2.5842 1.9199
H 0.9961 -2.2188 1.9517
H 1.7786 1.3249 0.3370
H 4.3352 0.5197 0.7054
H 3.5319 1.6741 1.7911
H 3.5845 -0.0549 2.2252
```

Output
lowest unoccupied orbital energy (alpha / beta) = -4.270 / -4.119 eV
E_tot = -37481.7264 eV
HOMO energy (alpha / beta) = -10.10 / -10.71 eV
2S+1 = 1
net charge = +1


DFT (ωB97M-V/def2-TZVPD) results for a cluster of 2 separate species, C3H6FIO4P2S in total.

```
18
Properties=species:S:1:pos:R:3
O -0.4884 4.1382 1.4286
P -0.0120 2.5704 1.6000
I 1.6615 2.5958 -0.1455
P -1.6141 1.4892 0.3820
F -1.6888 0.2300 1.3948
S -3.2647 2.5208 1.2517
H -1.1629 4.3440 2.0854
H -3.4190 3.2960 0.1696
O -0.8051 -0.7588 -2.2560
C -0.0078 -1.3612 -1.6187
O 0.5343 -0.9371 -0.4488
C 1.2754 -2.0133 0.1334
C 1.5872 -2.8759 -1.0774
O 0.4963 -2.5734 -1.9517
H 2.1532 -1.6137 0.6334
H 0.6382 -2.5258 0.8559
H 2.5183 -2.5832 -1.5653
H 1.5983 -3.9421 -0.8713
```

Output
lowest unoccupied orbital energy = 0.081 eV
E_tot = -51631.1116 eV
HOMO energy = -8.38 eV
2S+1 = 1
relative energy (zero: lowest compared OMol25 entry of this formula, charge and spin) = 0.0 kcal per mole


Question: Among the records above, which one has the highest E_tot?
Answer: C8H16N2PSSn